No. 1
Density functional theory data (ωB97M-V/def2-TZVPD) for C19H17GaN4O6S3 as an isolated structure.

2S+1: 1
Charge: 0
Orbital gap (eV): 8.598
Highest occupied orbital energy (eV): -8.581

Each line ends with the Mulliken charge.
Geometry (Å):
Ga 11.8668 -3.8342 12.9741  0.86
O 14.8430 -1.5492 16.9517  -0.48
C 13.7177 -2.0238 17.4325  1.72
C 13.5093 -1.7203 18.8036  -0.84
C 12.3289 -2.1733 19.4647  -0.48
C 11.3654 -2.8102 18.7156  -0.97
C 11.6003 -3.0574 17.3484  -0.59
C 12.7830 -2.7231 16.7345  -0.13
C 12.8841 -3.1832 15.3142  0.13
O 11.9584 -3.9724 14.8700  -0.56
N 13.8341 -2.6903 14.6016  -0.74
N 13.6910 -3.1093 13.2297  0.56
C 14.7756 -3.2357 12.6098  0.26
S 14.7299 -3.7591 10.9080  0.04
C 16.4908 -4.0313 10.8961  -0.70
C 17.1965 -2.9993 11.8101  -0.52
S 16.2902 -2.8184 13.3265  0.00
H 15.4178 -1.2393 17.6641  0.34
H 14.3502 -1.2433 19.3266  0.23
H 12.1513 -1.9143 20.5354  0.33
H 10.4471 -3.0456 19.1705  0.47
H 10.9207 -3.6517 16.8106  0.58
H 16.9229 -4.0065 9.8978  0.43
H 16.6412 -5.0348 11.3329  0.29
H 17.3295 -2.0015 11.3960  0.32
H 18.2557 -3.3500 11.8896  0.37
O 11.9587 -4.7632 9.2454  -0.63
C 11.9316 -4.6947 10.4532  0.16
O 11.6866 -3.5708 11.1064  -0.67
C 12.1243 -5.9658 11.4080  0.81
O 12.3950 -7.0438 11.0295  -0.56
O 11.8370 -5.6498 12.6841  -0.45
N 10.2308 -1.0953 11.2314  -0.29
C 9.9232 -1.1777 12.5201  0.40
S 9.7727 -2.6486 13.4464  -0.25
N 9.6505 0.0356 13.0978  -0.21
C 9.3096 0.3411 14.4244  -0.14
C 10.0939 -0.0203 15.5280  0.57
C 9.6042 0.2307 16.7907  -0.61
C 8.3828 0.8841 16.9598  -0.37
C 7.5854 1.2901 15.8405  -0.86
C 8.0647 0.9198 14.6075  -0.42
H 10.6500 -1.8941 10.8320  0.36
H 10.1410 -0.1981 10.8285  0.16
H 9.3505 0.7274 12.4462  0.28
H 11.0095 -0.6167 15.4291  0.42
H 10.0799 -0.1928 17.6992  0.28
H 7.9327 1.0782 17.9010  0.40
H 6.6567 1.8575 16.0012  0.37
H 7.4417 1.2082 13.7933  0.34



No. 2
Density functional theory data (ωB97M-V/def2-TZVPD) for C19H17MnN4PSSe2 as an isolated structure.

2S+1: 5
Charge: +1
Orbital gap (spin up / spin down) (eV): 5.510 / 6.024
Highest occupied orbital energy (spin up / spin down) (eV): -10.539 / -10.573

Each line ends with the Mulliken spin population.
Geometry (Å):
Mn 0.3768 -0.6710 2.0778  4.33
N 3.7514 -3.2673 2.7775  0.00
C 2.6558 -2.5178 2.8122  0.01
S 2.2378 -1.6743 1.3114  -0.13
N 1.9809 -2.4421 3.9366  -0.01
N 0.8984 -1.6500 3.8063  -0.07
C 0.1249 -1.4726 4.8121  0.03
C -1.0402 -0.6096 4.6095  0.01
C -1.9511 -0.3385 5.6086  0.00
C -3.0312 0.4875 5.3279  0.01
C -3.1647 1.0162 4.0554  0.01
C -2.2130 0.7042 3.1030  0.03
N -1.1739 -0.0904 3.3677  0.00
H 4.2998 -3.3419 1.9393  0.00
H 4.0410 -3.7568 3.6085  0.00
H 0.3314 -1.9468 5.7649  0.00
H -1.8095 -0.7711 6.5897  0.00
H -3.7578 0.7146 6.0964  0.00
H -3.9889 1.6642 3.7960  0.00
H -2.2734 1.1009 2.0979  -0.01
Se -0.4137 0.4098 0.1679  -0.23
P 1.0311 0.5757 -1.6192  0.02
Se 3.0661 0.5864 -1.1307  0.01
C 0.5148 -0.7700 -2.7186  0.00
C 1.4911 -1.4266 -3.4575  0.00
C 1.1233 -2.4066 -4.3702  0.00
C -0.2127 -2.7306 -4.5442  0.00
C -1.1908 -2.0780 -3.8023  0.00
C -0.8310 -1.0993 -2.8907  0.00
C 0.4244 2.1294 -2.3237  0.01
C -0.9439 2.3861 -2.4410  -0.01
C -1.3776 3.5515 -3.0511  0.00
C -0.4509 4.4597 -3.5491  0.00
C 0.9060 4.2039 -3.4325  0.00
C 1.3485 3.0396 -2.8187  0.00
H 2.5336 -1.1736 -3.3146  0.00
H 1.8860 -2.9157 -4.9448  0.00
H -0.4970 -3.4949 -5.2557  0.00
H -2.2340 -2.3340 -3.9331  0.00
H -1.5988 -0.6090 -2.3083  0.01
H -1.6742 1.6857 -2.0581  0.00
H -2.4374 3.7513 -3.1404  0.00
H -0.7920 5.3688 -4.0272  0.00
H 1.6277 4.9122 -3.8178  0.00
H 2.4070 2.8409 -2.7170  0.00